1.
Molecular formula: C3H5N3O
Method: DFT, wB97M-V/def2-TZVPD

Each line ends with the Löwdin charge.
Cartesian coordinates (Å):
N 2.19 0.72 -0.03  0.04
N 0.80 0.55 0.15  -0.02
C 0.22 -0.67 0.11  -0.50
O 0.86 -1.69 -0.04  0.05
C -1.27 -0.64 0.22  -0.19
C -2.08 0.22 -0.63  -0.06
N -1.97 0.65 0.54  0.15
H 2.52 -0.13 -0.49  0.08
H 2.65 0.76 0.88  0.09
H 0.28 1.40 0.30  0.13
H -1.70 -1.57 0.59  0.13
H -2.50 0.40 -1.59  0.11

Results
Energy relative to the best compared isomer or geometry (same formula, charge and spin) in kcal per mole: 74.86
HOMO-LUMO gap in eV: 10.083
Structure (SMILES): NNC(=O)[C@@H]1C=N1



2.
Molecular formula: C27H53ClN3O4PbSi2
Method: DFT, wB97M-V/def2-TZVPD

Each line ends with the Löwdin charge.
Cartesian coordinates (Å):
O 0.66 -0.04 -2.32  -0.31
C -0.24 0.23 -3.27  -0.48
C 0.03 1.60 -3.93  -0.18
C 0.77 2.57 -3.26  -0.06
H 1.17 2.35 -2.27  0.10
C 0.97 3.82 -3.86  -0.10
H 1.55 4.58 -3.33  0.10
C 0.42 4.09 -5.12  -0.11
H 0.56 5.07 -5.58  0.09
C -0.29 3.08 -5.80  -0.10
H -0.71 3.28 -6.79  0.09
C -0.47 1.83 -5.20  -0.06
H -1.01 1.03 -5.70  0.11
H -0.16 -0.54 -4.07  0.12
C -2.26 -1.34 -2.65  -0.08
C -1.77 0.07 -2.82  -0.25
H -3.23 -1.49 -3.15  0.08
H -2.41 -1.59 -1.58  0.04
H -1.54 -2.04 -3.09  0.07
C -2.57 1.15 -2.77  -0.16
C -4.03 1.14 -2.46  -0.14
H -2.17 2.13 -3.04  0.10
H -4.62 1.55 -3.29  0.07
H -4.27 1.76 -1.58  0.04
H -4.39 0.13 -2.26  0.05
Pb -0.48 0.15 0.40  1.28
Cl -3.11 0.30 0.66  -0.12
C -1.50 0.01 3.55  -0.33
O -0.61 -0.56 2.85  -0.18
N -1.67 -0.20 4.86  -0.18
C -0.97 -1.27 5.58  -0.03
C -2.59 0.63 5.63  -0.04
H -2.21 0.72 3.11  0.08
H -0.43 -1.89 4.86  0.09
H -1.71 -1.87 6.13  0.09
H -0.28 -0.84 6.31  0.09
H -3.05 1.37 4.96  0.09
H -2.04 1.16 6.43  0.09
H -3.37 0.02 6.10  0.09
H 5.04 1.61 -2.61  0.08
H 5.33 1.98 -0.15  0.08
C 3.96 1.71 -2.43  -0.06
C 4.25 1.91 0.02  -0.04
N 3.62 1.23 -1.10  -0.17
H 3.41 1.13 -3.17  0.09
C 2.94 0.08 -0.93  -0.34
O 2.47 -0.32 0.15  -0.10
H 4.05 1.36 0.94  0.07
H 2.82 -0.49 -1.86  0.12
H 3.69 2.77 -2.53  0.09
H 3.86 2.93 0.10  0.09
H 0.03 -5.61 0.53  0.09
H 2.20 -5.45 -1.07  0.09
C -0.44 -5.05 -0.29  -0.03
C 1.59 -4.79 -1.70  -0.05
N 0.53 -4.16 -0.92  -0.18
H -1.28 -4.46 0.10  0.09
C 0.53 -2.84 -0.69  -0.27
O -0.37 -2.27 -0.01  -0.20
H 2.22 -4.00 -2.13  0.09
H 1.36 -2.28 -1.14  0.12
H -0.79 -5.77 -1.03  0.09
H 1.15 -5.39 -2.51  0.09
C -0.19 5.84 1.67  -0.21
Si -0.65 4.10 1.10  0.32
C -2.29 3.68 1.93  -0.21
C -0.99 4.16 -0.75  -0.18
C 0.68 2.83 1.40  -0.42
Si 1.56 2.75 3.03  0.33
C 2.25 1.02 3.30  -0.20
C 3.02 3.95 3.12  -0.21
C 0.43 3.16 4.49  -0.18
H -0.92 6.56 1.28  0.01
H 0.80 6.14 1.31  0.02
H -0.19 5.93 2.77  0.02
H -3.04 4.45 1.67  0.02
H -2.68 2.71 1.58  -0.05
H -2.23 3.64 3.02  0.00
H -0.08 4.41 -1.32  0.01
H -1.37 3.20 -1.12  0.01
H -1.75 4.93 -0.99  0.03
H 1.35 2.64 0.53  -0.05
H 2.55 0.54 2.36  0.00
H 3.12 1.06 3.97  0.02
H 1.50 0.37 3.77  0.00
H 2.77 4.93 2.68  0.01
H 3.29 4.11 4.17  0.01
H 3.90 3.56 2.60  0.01
H 0.73 4.11 4.96  0.02
H -0.62 3.24 4.20  -0.01
H 0.51 2.38 5.26  0.01

Results
Energy relative to the best compared isomer or geometry (same formula, charge and spin) in kcal per mole: 0.00
HOMO-LUMO gap in eV: 5.403
Charge: -1



no.,HOMO (eV),DFT total energy (a.u.)
1,-9.3,-356.73808
2,-3.0,-2757.97346